(1)
C15H13Br4NO3Pt as an isolated structure. Source: the Open Molecules 2025 dataset; level of theory: ωB97M-V/def2-TZVPD.

As for the frontier orbital gap: 4.86 eV. The total energy is -306813.931 eV. The HOMO energy is -0.31 eV. As for the molar mass: 770.0 g/mol. The value obtained for the LUMO energy is 0.167 Ha.

Geometry as ORCA input:
```
! RIJCOSX wB97M-V def2-TZVPD def2/J DEFGRID3
* xyz -2 1
Pt -0.23 -1.74 -1.32
Br 2.34 5.18 -1.42
C 2.51 3.28 -1.42
C 3.74 2.68 -1.35
Br 5.33 3.74 -1.26
C 3.83 1.28 -1.36
Br 5.52 0.39 -1.23
C 2.72 0.41 -1.46
O 2.79 -0.85 -1.46
C 1.39 1.07 -1.52
O 0.31 0.37 -1.59
C 1.35 2.46 -1.49
Br -0.39 3.25 -1.54
O -3.20 -0.41 -1.60
C -2.95 0.51 -0.56
C -3.33 -0.07 0.80
C -2.54 -1.33 1.19
C -1.15 -1.05 1.67
C -0.89 -0.89 3.03
C 0.39 -0.61 3.47
C 1.39 -0.49 2.52
C 1.07 -0.66 1.19
N -0.17 -0.93 0.77
H -2.32 -0.81 -1.80
H -3.57 1.40 -0.74
H -1.90 0.83 -0.58
H -4.39 -0.33 0.76
H -3.21 0.69 1.57
H -2.47 -2.01 0.33
H -3.08 -1.84 2.00
H -1.71 -1.00 3.74
H 0.60 -0.49 4.53
H 2.42 -0.28 2.80
H 1.83 -0.63 0.41
C -0.60 -3.32 -2.17
H 0.15 -4.11 -2.31
H -1.56 -3.67 -2.59
*
```

=====

(2)
C23H20N8O3SW as an isolated structure. Source: the Open Molecules 2025 dataset; level of theory: ωB97M-V/def2-TZVPD.

As for the frontier orbital gap (alpha / beta): 7.15 / 7.49 eV. The total energy is -54890.142 eV. The HOMO energy (alpha / beta) is -13.36 / -14.16 eV. As for the molar mass: 672.4 g/mol. The value obtained for the LUMO energy (alpha / beta) is -0.228 / -0.245 Ha.

Geometry as ORCA input:
```
! RIJCOSX wB97M-V def2-TZVPD def2/J DEFGRID3
* xyz 2 3
W 0.28 0.42 0.13
O 3.18 3.10 -1.10
C 2.50 2.13 -0.96
N 2.03 1.57 0.24
C 2.61 1.94 1.43
O 3.50 2.72 1.62
C 2.04 1.12 2.55
C 2.52 1.24 3.84
C 2.02 0.40 4.82
C 1.06 -0.54 4.46
C 0.62 -0.59 3.15
N 1.10 0.23 2.20
C 2.11 1.25 -2.11
C 2.52 1.53 -3.40
C 2.23 0.59 -4.39
C 1.55 -0.57 -4.04
C 1.14 -0.75 -2.74
N 1.41 0.16 -1.78
H 3.28 1.99 4.03
H 2.37 0.47 5.84
H 0.66 -1.24 5.18
H -0.11 -1.32 2.85
H 3.06 2.44 -3.59
H 2.54 0.76 -5.41
H 1.34 -1.34 -4.77
H 0.58 -1.62 -2.44
S -0.49 2.66 -0.55
C -1.58 1.75 -1.55
C -2.58 2.20 -2.41
C -3.29 1.27 -3.13
C -3.02 -0.10 -2.98
C -2.02 -0.48 -2.11
N -1.33 0.44 -1.41
H -2.77 3.26 -2.51
H -4.07 1.59 -3.81
H -3.56 -0.84 -3.54
H -1.76 -1.52 -1.96
N -3.49 -0.50 1.93
C -3.58 0.83 2.28
C -2.41 1.41 1.90
N -1.60 0.44 1.35
C -2.28 -0.69 1.38
C -1.61 -1.87 0.87
N -0.40 -1.70 0.35
C 0.08 -2.96 0.04
C -0.88 -3.87 0.35
N -1.93 -3.17 0.88
H -4.22 -1.18 2.07
H -4.46 1.24 2.75
H -2.09 2.44 1.98
H 1.07 -3.10 -0.34
H -0.89 -4.95 0.26
H -2.79 -3.58 1.23
O 2.87 -1.68 0.37
H 3.47 -1.83 -0.37
H 3.47 -1.58 1.13
*
```

=====

(3)
An isolated ion of composition C3H11N2 and charge +1 at a distorted geometry. Source: the Open Molecules 2025 dataset; level of theory: ωB97M-V/def2-TZVPD.

As for the frontier orbital gap: 12.67 eV. The total energy is -6261.175 eV. The HOMO energy is -15.74 eV. As for the molar mass: 75.1 g/mol. The value obtained for the LUMO energy is -0.113 Ha. As for the structure (SMILES): C[N+](C)(C)N.

Geometry as ORCA input:
```
! RIJCOSX wB97M-V def2-TZVPD def2/J DEFGRID3
* xyz 1 1
C -0.14 -0.11 -1.33
N -0.13 -0.03 0.11
C 0.67 -1.20 0.62
C 0.63 1.21 0.49
N -1.43 0.18 0.62
H -1.05 -0.64 -1.61
H -0.09 0.93 -1.75
H 0.77 -0.67 -1.72
H 1.73 -0.88 0.66
H 0.23 -1.46 1.59
H 0.58 -2.10 0.04
H 0.65 1.40 1.61
H 1.61 1.26 -0.12
H -0.02 2.02 0.16
H -1.96 0.75 -0.05
H -2.04 -0.66 0.67
*
```

=====

(4)
N4O12V as an isolated structure at a distorted geometry. Source: the Open Molecules 2025 dataset; level of theory: ωB97M-V/def2-TZVPD.

As for the frontier orbital gap (alpha / beta): 8.91 / 10.50 eV. The total energy is -56209.942 eV. The HOMO energy (alpha / beta) is -6.71 / -7.89 eV. As for the molar mass: 299.0 g/mol. The value obtained for the LUMO energy (alpha / beta) is 0.081 / 0.096 Ha.

Geometry as ORCA input:
```
! RIJCOSX wB97M-V def2-TZVPD def2/J DEFGRID3
* xyz -1 3
V -0.01 -0.01 -0.09
N 1.26 -1.88 -1.49
O 0.72 -0.82 -1.97
O 1.90 -2.66 -2.14
O 1.10 -1.93 -0.24
N -2.39 -1.28 0.14
O -1.61 -1.00 1.12
O -3.43 -1.86 0.24
O -1.96 -0.76 -0.93
N -0.81 2.59 -0.23
O -1.04 3.75 -0.45
O -0.37 1.79 -1.13
O -0.97 2.03 0.88
N 1.94 0.54 1.61
O 0.87 -0.09 1.87
O 2.03 0.80 0.37
O 2.78 0.81 2.42
*
```

=====

(5)
One molecule with the formula C9H9N5 at a distorted geometry. Source: the Open Molecules 2025 dataset; level of theory: ωB97M-V/def2-TZVPD.

As for the frontier orbital gap: 8.02 eV. The total energy is -16924.609 eV. The HOMO energy is -8.60 eV. As for the molar mass: 187.2 g/mol. The value obtained for the LUMO energy is -0.021 Ha. As for the structure (SMILES): [H]/N=N\N=C1\C=CC=C[C@H]1n1cccn1.

Geometry as ORCA input:
```
! RIJCOSX wB97M-V def2-TZVPD def2/J DEFGRID3
* xyz 0 1
H 2.84 0.89 -1.37
N 3.29 0.27 -0.63
N 2.70 0.29 0.43
N 1.84 1.15 0.83
C 0.59 0.98 1.06
C -0.21 1.98 1.68
C -1.46 1.68 2.04
C -2.07 0.41 1.82
C -1.38 -0.62 1.20
C -0.01 -0.40 0.74
N 0.17 -0.80 -0.61
C -0.55 -0.36 -1.68
C -0.31 -1.16 -2.70
C 0.64 -2.10 -2.24
N 0.92 -1.82 -0.98
H 0.27 2.94 1.68
H -2.02 2.48 2.57
H -3.08 0.15 2.21
H -1.89 -1.58 0.84
H 0.76 -1.05 1.27
H -1.38 0.34 -1.65
H -0.88 -1.01 -3.63
H 1.21 -2.65 -2.89
*
```